# 1
{"formula": "C46H44N3O", "method": "ωB97M-V with the def2-TZVPD basis set", "symbols": ["C", "C", "C", "C", "N", "C", "C", "O", "C", "C", "C", "H", "H", "H", "H", "H", "H", "H", "H", "H", "H", "H", "H", "H", "H", "H", "C", "C", "C", "C", "N", "C", "C", "C", "C", "C", "C", "C", "C", "C", "C", "C", "C", "C", "C", "C", "N", "C", "C", "C", "C", "C", "C", "C", "C", "C", "C", "C", "C", "C", "C", "C", "C", "C", "C", "H", "H", "H", "H", "H", "H", "H", "H", "H", "H", "H", "H", "H", "H", "H", "H", "H", "H", "H", "H", "H", "H", "H", "H", "H", "H", "H", "H", "H"], "positions_angstrom": [[0.18781, -3.29611, 2.33859], [0.30149, -1.74458, 2.56242], [1.71649, -1.42081, 2.11524], [2.49419, -2.59568, 2.23895], [3.84311, -2.70176, 2.43829], [4.63502, -1.56782, 2.96443], [6.13216, -1.84290, 2.78854], [6.51686, -3.10669, 3.35170], [5.82834, -4.18000, 2.69927], [4.31041, -4.04817, 2.78995], [1.61590, -3.83098, 2.42603], [-0.46816, -3.74970, 3.08711], [-0.23980, -3.52809, 1.35142], [-0.50330, -1.21249, 2.03865], [0.19485, -1.56310, 3.64964], [2.21775, -0.47044, 2.29872], [4.37668, -0.64648, 2.43764], [4.43559, -1.44983, 4.04950], [6.38440, -1.78653, 1.70852], [6.72809, -1.10791, 3.34980], [6.11396, -4.23728, 1.62956], [6.16091, -5.08741, 3.22753], [3.99934, -4.30139, 3.82927], [3.88488, -4.78532, 2.09376], [1.77414, -4.32159, 3.40027], [1.82607, -4.59509, 1.66907], [-3.42591, -5.96650, -3.15681], [-2.06356, -6.28145, -3.17401], [-1.12153, -5.28019, -3.42646], [-1.54219, -3.96663, -3.64860], [-0.58897, -2.93603, -3.90832], [-0.36313, -2.54347, -5.26631], [-1.27800, -1.74706, -5.95583], [-1.07813, -1.48339, -7.31547], [0.02471, -2.01927, -7.98253], [0.95545, -2.79456, -7.28433], [0.76653, -3.05116, -5.92741], [-0.10622, -2.19551, -2.83153], [0.45510, -2.85016, -1.71217], [0.91225, -2.09154, -0.63760], [0.63933, -0.70651, -0.52869], [1.09891, 0.07958, 0.64555], [0.28076, 1.27045, 1.02290], [0.75411, 2.13528, 2.04817], [0.17036, 3.37100, 2.31373], [-0.94112, 3.82138, 1.57330], [-1.48801, 5.08971, 1.83544], [-1.84119, 6.03384, 0.81206], [-3.12300, 6.04847, 0.25183], [-3.49469, 7.07204, -0.62755], [-2.59758, 8.10018, -0.92871], [-1.31184, 8.08444, -0.37686], [-0.93662, 7.05899, 0.49174], [-2.05640, 5.30608, 3.13052], [-1.46601, 6.21548, 4.01736], [-2.00133, 6.38761, 5.29490], [-3.16796, 5.70553, 5.65651], [-3.79187, 4.83873, 4.75163], [-3.23255, 4.63624, 3.48898], [-1.46562, 2.97070, 0.59287], [-0.95210, 1.68609, 0.42387], [0.15398, -0.06982, -1.71031], [-0.19099, -0.78398, -2.85107], [-2.90565, -3.65301, -3.63344], [-3.84764, -4.65056, -3.37512], [-4.15779, -6.74894, -2.95641], [-1.72148, -7.30454, -3.00303], [-0.05474, -5.49802, -3.46666], [-2.14650, -1.35137, -5.43013], [-1.79871, -0.86884, -7.85302], [0.17481, -1.82217, -9.04234], [1.82625, -3.21471, -7.78649], [1.45949, -3.67348, -5.35957], [0.56789, -3.94490, -1.72780], [1.47167, -2.57838, 0.15843], [2.24495, 0.31129, 0.61511], [1.56752, 1.79003, 2.68772], [0.59140, 4.04827, 3.06830], [-3.82886, 5.26446, 0.52496], [-4.49569, 7.07311, -1.06174], [-2.89174, 8.90294, -1.60630], [-0.60067, 8.87849, -0.60683], [0.04601, 7.04575, 0.96395], [-0.58254, 6.76512, 3.69214], [-1.51111, 7.06650, 5.99612], [-3.58604, 5.83903, 6.65382], [-4.71682, 4.32217, 5.01635], [-3.70772, 3.97690, 2.76026], [-2.28745, 3.33893, -0.02582], [-1.52125, 0.98952, -0.18960], [0.05071, 1.01921, -1.71852], [-0.56796, -0.26308, -3.74258], [-3.21294, -2.62659, -3.82990], [-4.90953, -4.39956, -3.35655]], "atomic_forces_ev_per_a": [[-0.443, 0.478, -0.279], [-0.404, -0.932, 0.663], [0.151, 0.615, 0.643], [0.543, 0.256, 0.542], [-1.413, 0.029, -0.220], [0.364, -0.349, 0.237], [0.276, -0.280, 0.096], [-0.851, 0.243, -0.754], [0.414, 0.304, 0.038], [0.517, -0.359, 0.660], [-0.098, 0.165, -0.217], [0.139, 0.057, -0.150], [0.088, 0.232, 0.351], [0.276, -0.111, 0.196], [-0.054, 0.111, -0.458], [-0.219, -0.616, 0.993], [-0.016, -0.187, 0.080], [-0.138, -0.050, -0.481], [0.041, -0.160, 0.457], [-0.331, -0.083, -0.357], [0.096, 0.076, 0.412], [-0.235, 0.249, -0.393], [0.066, 0.176, -0.556], [0.056, 0.318, 0.335], [0.310, 0.367, -0.252], [-0.039, 0.084, 0.067], [0.155, 0.091, 0.116], [0.018, 0.207, -0.079], [-0.303, 0.074, -0.018], [-0.313, -0.478, -0.009], [0.200, -0.098, -0.012], [0.090, 0.001, -0.390], [0.232, -0.084, -0.269], [0.041, -0.109, 0.151], [0.089, 0.033, 0.234], [-0.114, 0.055, 0.200], [-0.391, 0.137, 0.056], [-0.044, 0.385, 0.127], [0.140, 0.519, -0.213], [-0.588, 0.054, -0.246], [0.722, -0.731, -0.856], [1.772, 1.607, -2.357], [-0.095, -0.182, 1.269], [-0.122, 0.307, -0.060], [0.160, -0.288, 0.290], [0.292, 0.219, -0.275], [0.335, -0.284, -0.166], [-0.280, 0.467, -0.255], [0.190, 0.160, -0.136], [0.144, -0.051, 0.145], [0.152, -0.261, 0.027], [-0.132, -0.153, 0.055], [-0.241, -0.270, 0.027], [-0.156, 0.279, 0.621], [-0.129, -0.341, -0.017], [-0.181, -0.012, -0.226], [0.091, -0.146, -0.079], [0.194, 0.132, -0.074], [0.195, 0.156, 0.122], [0.193, -0.316, -0.083], [0.266, -0.412, -0.162], [-0.118, 0.080, 0.493], [0.258, -0.329, 0.400], [0.074, -0.299, 0.131], [0.215, -0.059, -0.107], [0.172, 0.216, -0.076], [-0.198, 0.308, -0.056], [-0.246, -0.034, -0.001], [0.175, -0.086, -0.188], [0.181, -0.141, 0.094], [-0.079, -0.039, 0.225], [-0.240, 0.147, 0.042], [-0.138, 0.163, -0.204], [-0.012, 0.684, 0.022], [-0.449, 0.123, -0.314], [-2.375, -0.286, 0.128], [0.101, 0.266, -0.329], [-0.236, -0.480, -0.225], [0.092, 0.211, -0.071], [0.293, 0.015, 0.135], [0.074, -0.229, 0.224], [-0.228, -0.202, 0.045], [-0.207, 0.042, -0.173], [-0.169, -0.153, 0.140], [-0.228, -0.216, -0.204], [0.079, 0.000, -0.264], [0.316, 0.186, -0.005], [0.134, 0.092, 0.255], [0.078, -0.382, 0.316], [0.310, 0.231, -0.082], [0.106, -0.458, -0.070], [0.255, -0.309, 0.500], [0.017, -0.243, 0.120], [0.312, -0.116, -0.012]], "orbital_gap_ev": 5.911, "total_charge": 1, "spin_multiplicity": 1, "max_force_ev_per_a": 3.36, "e_tot_ev": -54924.2282, "e_homo_ev": -10.18, "molar_mass_g_mol": 654.878}

# 2
{"formula": "C4H6O2", "method": "ωB97M-V with the def2-TZVPD basis set", "symbols": ["O", "C", "C", "C", "C", "O", "H", "H", "H", "H", "H", "H"], "positions_angstrom": [[2.36564, 0.99683, 0.35152], [1.30924, 0.61348, -0.06035], [0.83911, -0.74144, -0.54257], [-0.61884, -0.66793, 0.38026], [-1.04191, 0.73153, 0.06061], [0.16766, 1.47784, 0.00715], [0.50550, -0.68787, -1.58358], [1.66270, -1.49608, -0.48916], [-1.51697, -1.31740, 0.29294], [-0.30096, -0.65863, 1.43129], [-1.67800, 0.84719, 0.96740], [-1.69319, 0.90249, -0.81552]], "atomic_forces_ev_per_a": [[-0.734, -0.436, -0.786], [-1.018, 1.017, 0.503], [-1.697, -0.121, 0.873], [1.994, -1.177, -1.224], [-0.517, -0.420, 0.790], [0.825, -0.200, 0.287], [0.150, 0.157, 0.070], [-1.152, 0.409, 0.580], [1.178, -0.305, -0.446], [-0.052, -0.246, -0.255], [0.395, 1.572, -0.499], [0.627, -0.250, 0.107]], "orbital_gap_ev": 11.329, "total_charge": 0, "smiles": "O=C1CCCO1", "spin_multiplicity": 1, "max_force_ev_per_a": 2.62, "e_tot_ev": -8339.1484, "e_above_lowest_kcal_mol": 30.3, "e_homo_ev": -10.46, "molar_mass_g_mol": 86.090}

# 3
{"formula": "H4O2Si", "method": "ωB97M-V with the def2-TZVPD basis set", "symbols": ["O", "Si", "O", "H", "H", "H", "H"], "positions_angstrom": [[1.34441, 0.53008, 0.46927], [-0.21913, 0.09559, 0.28460], [-0.56012, -0.51701, -1.22492], [1.77818, 1.05282, -0.25810], [-1.26820, 1.09131, 0.34598], [-0.13853, -0.89817, 1.46192], [-0.93661, -1.35463, -1.07875]], "atomic_forces_ev_per_a": [[0.976, 1.445, -1.659], [0.394, -1.042, 0.727], [0.942, 1.206, 0.515], [-0.660, -0.744, 1.186], [-0.065, 0.693, 0.526], [-0.808, 0.415, -0.943], [-0.779, -1.972, -0.353]], "orbital_gap_ev": 11.686, "total_charge": 0, "smiles": "O[SiH2]O", "spin_multiplicity": 1, "max_force_ev_per_a": 2.41, "e_tot_ev": -12039.2004, "e_above_lowest_kcal_mol": 0.0, "e_homo_ev": -10.97, "molar_mass_g_mol": 64.116}